# 1
Here is C32H34Cl3FeN5O6S3Se as an isolated structure from the OMol25 dataset. Energies are from ωB97M-V/def2-TZVPD.

HOMO-LUMO gap (alpha / beta) = 7.973 / 7.966 eV
Expectation value of S² = 6.0083
2S+1 = 5
LUMO energy (alpha / beta) = 0.3477 / 0.3455 eV
DFT total energy = -8205.42319 hartree

Geometry (Å):
Fe -0.40310 -2.14823 -0.65567
O -2.87707 -3.58172 -3.49536
C -2.66333 -2.99189 -2.44485
O -1.76663 -3.32825 -1.56576
C -3.48300 -1.75352 -2.08654
C -3.59191 -1.58030 -0.56637
C -4.65676 -0.53999 -0.21284
C -3.95619 0.77739 -0.65537
C -2.59427 0.25108 -1.12673
O -2.37094 -0.87207 -0.24554
C -2.74856 -0.42104 -2.49645
C -1.39436 -0.62820 -3.16099
O -1.27986 -0.38095 -4.36298
O -0.42635 -0.99927 -2.38748
H -4.45368 -1.83676 -2.56560
H -3.63467 -2.50946 -0.00980
H -4.84665 -0.54368 0.86058
H -5.59798 -0.72517 -0.73222
H -3.84607 1.47490 0.17613
H -4.48326 1.28647 -1.46285
H -1.76741 0.95170 -1.05092
H -3.34405 0.17725 -3.17810
C 3.62178 -4.16184 0.19394
N 2.91228 -4.55120 -1.01460
C 3.47127 -4.72305 -2.26580
C 2.47538 -5.10097 -3.08969
N 1.31512 -5.15154 -2.33413
C 0.00340 -5.59673 -2.82438
C 1.58139 -4.79359 -1.06093
Se 0.38922 -4.69208 0.36054
H 4.65689 -3.94937 -0.06429
H 3.56775 -4.96044 0.93012
H 3.16456 -3.27310 0.61950
H 4.51880 -4.55668 -2.46033
H 2.48786 -5.35439 -4.13770
H 0.13664 -6.01198 -3.82041
H -0.70612 -4.77475 -2.84856
H -0.38650 -6.35863 -2.15299
S 2.32680 -1.08324 -1.08101
C 2.04555 -0.38467 -2.58070
N 2.05441 -1.02616 -3.73430
C 1.45990 -0.32598 -4.87744
C 1.71201 1.15713 -4.62285
S 1.76695 1.31344 -2.80582
H 2.02937 -2.03515 -3.69613
H 0.38969 -0.51961 -4.89697
H 1.92830 -0.65993 -5.80167
H 0.89697 1.76680 -5.00540
H 2.65924 1.50740 -5.02697
Cl 5.35451 6.57310 4.02532
C 4.10073 5.42528 3.68001
C 3.09280 5.20757 4.60534
C 2.10063 4.28665 4.31317
C 2.09536 3.58251 3.11307
C 1.01939 2.56482 2.83833
C 1.41563 1.21803 3.45020
N 0.62500 0.13625 2.87290
C -0.21141 -0.75025 3.51924
C -0.67292 -1.59601 2.55988
N -0.12468 -1.24742 1.34353
C 0.66141 -0.21720 1.57196
O -0.20358 3.03524 3.36135
C -1.37428 2.45024 2.77643
C -2.41482 3.50769 2.60410
C -3.65441 3.48985 3.15958
Cl -4.32289 2.26484 4.16152
S -4.58636 4.87240 2.75121
C -3.29554 5.51138 1.82078
C -2.21518 4.69290 1.82771
C 3.12624 3.82113 2.20997
Cl 3.20963 2.94592 0.70757
C 4.12797 4.74015 2.48011
H 3.08937 5.75082 5.54160
H 1.29316 4.11526 5.01719
H 0.92857 2.42285 1.76122
H 1.24510 1.24970 4.52390
H 2.47399 1.03705 3.26786
H -0.41499 -0.68658 4.57730
H -1.35356 -2.42985 2.65313
H 1.25599 0.29502 0.82648
H -1.75496 1.65043 3.40913
H -1.12499 2.01655 1.80294
H -3.41639 6.46080 1.31762
H -1.28759 4.91191 1.30981
H 4.92025 4.91298 1.76323

---

# 2
Here is C32H34I2N12OPPbS as an isolated structure in a non-equilibrium geometry from the OMol25 dataset. Energies are from ωB97M-V/def2-TZVPD.

HOMO-LUMO gap (alpha / beta) = 6.447 / 5.088 eV
2S+1 = 1
LUMO energy (alpha / beta) = -8.7700 / -9.2908 eV
DFT total energy = -3499.04559 hartree
Net charge = +3
ΔE to the lowest compared entry with this formula, charge and spin = 1.861 eV

Geometry (Å):
Pb 0.95475 0.59403 -0.85933
C 5.12763 2.06223 3.16368
N 4.35948 2.17049 1.92488
C 4.79530 2.74513 0.77699
C 3.77307 2.62692 -0.13063
N 2.72069 1.99451 0.44866
C 3.07900 1.73093 1.71229
P 2.10714 1.11579 3.07891
C 1.29066 -3.91128 1.40506
N 1.74590 -3.52197 0.10331
C 1.66596 -4.53379 -0.66937
C 1.20003 -5.71433 0.06700
N 0.99649 -5.36167 1.28036
C 0.54806 -6.22809 2.37456
C 0.43836 1.54553 2.54936
N -0.09662 1.64987 1.33128
C -1.37209 2.10172 1.50857
C -1.62442 2.26372 2.84228
N -0.48801 1.89821 3.49189
C -0.28526 1.98075 4.93772
H 6.02915 2.65984 3.06961
H 5.40895 1.02723 3.34973
H 4.54514 2.43340 4.00371
H 5.76105 3.21462 0.69482
H 3.74207 2.96325 -1.15181
H 1.89239 -4.49410 -1.72722
H 1.04606 -6.72437 -0.29262
H 0.54003 -7.25878 2.03194
H -0.45692 -5.94010 2.67689
H 1.22762 -6.12699 3.21818
H -2.04116 2.29547 0.68827
H -2.50015 2.61836 3.35943
H -1.25558 1.98661 5.42589
H 0.24434 2.89532 5.19791
H 0.28619 1.12423 5.28752
N -2.25166 -0.23128 -4.31657
C -1.49575 -0.43578 -3.24932
S 0.13726 -0.83549 -3.35730
N -2.13602 -0.17232 -2.05611
N -1.66003 -0.73610 -0.99118
C -2.34524 -0.97596 0.07877
C -3.77362 -0.62942 0.20417
C -4.19980 0.64667 -0.17101
C -5.52954 1.00089 -0.02536
C -6.44902 0.07428 0.45213
C -6.03660 -1.20569 0.79695
C -4.70238 -1.55850 0.67754
C -1.65987 -1.71751 1.18582
C -2.21549 -1.76917 2.46011
C -1.58821 -2.51710 3.44138
C -0.43832 -3.22136 3.13189
C 0.03947 -3.12197 1.83331
N -0.52662 -2.37545 0.89318
H -1.86975 -0.39968 -5.23317
H -3.23409 -0.01857 -4.22100
H -3.49252 1.36749 -0.56224
H -5.85094 1.99835 -0.29316
H -7.49313 0.34427 0.53665
H -6.75680 -1.93112 1.14991
H -4.39266 -2.56914 0.91618
H -3.11318 -1.21046 2.68396
H -1.99586 -2.55446 4.44322
H 0.06171 -3.81909 3.88333
H 2.07686 -3.73467 2.14740
N 4.68403 -0.42612 -3.30780
C 3.90575 0.66187 -3.38736
O 3.04908 0.93312 -2.53996
C 4.15446 1.55304 -4.57112
I 2.77918 1.03408 -6.12361
H 4.58816 -1.05268 -2.52893
H 5.37687 -0.63568 -4.00681
H 5.15006 1.43680 -4.98695
H 3.97116 2.59056 -4.31466
I -4.11962 3.79933 -2.97274
C -2.07859 3.47202 -3.19088
C -1.38318 3.88909 -4.31621
C -0.02885 3.60298 -4.39592
C 0.57108 2.88960 -3.37514
N -0.10253 2.47594 -2.29547
C -1.39743 2.78484 -2.20294
H -1.88424 4.42139 -5.11383
H 0.55176 3.91485 -5.25299
H 1.61701 2.61807 -3.41374
H -1.91774 2.46261 -1.31212